{"formula": "C17H22F6N4O5S6W", "method": "wB97M-V/def2-TZVPD", "symbols": ["W", "C", "C", "S", "C", "C", "S", "C", "C", "S", "H", "H", "H", "H", "H", "H", "H", "H", "H", "H", "H", "H", "C", "C", "C", "N", "H", "H", "H", "H", "H", "F", "C", "F", "F", "S", "O", "O", "N", "S", "O", "O", "C", "F", "F", "F", "O", "N", "C", "C", "C", "C", "C", "H", "H", "H", "H", "H", "S", "C", "N"], "positions_angstrom": [[-0.27785, 0.38068, 0.64759], [-3.32735, -0.31142, 2.24149], [-2.43175, -0.93142, 3.29679], [-0.63595, -0.59912, 2.98419], [0.12185, -2.28322, 3.05429], [-0.47675, -3.35452, 2.17029], [-0.46105, -2.82782, 0.40439], [-2.13755, -3.30792, -0.12571], [-3.24395, -2.46392, 0.47579], [-2.84605, -0.65402, 0.49779], [-4.35545, -0.65332, 2.36699], [-3.30795, 0.77628, 2.32059], [-2.64645, -0.47932, 4.26589], [-2.55445, -2.00812, 3.37779], [1.14655, -2.07802, 2.73999], [0.10565, -2.58592, 4.10129], [0.14905, -4.24542, 2.25099], [-1.49395, -3.61562, 2.45279], [-2.10485, -3.18432, -1.20671], [-2.28885, -4.36262, 0.10569], [-4.14925, -2.56292, -0.12271], [-3.46265, -2.76542, 1.49789], [3.84215, 3.27918, 2.56649], [2.78155, 2.46138, 3.31239], [1.89455, 1.78978, 2.41429], [1.16195, 1.24948, 1.68759], [4.42225, 3.84688, 3.28809], [3.37045, 3.97128, 1.87519], [4.51815, 2.63048, 2.01549], [2.17905, 3.12658, 3.93939], [3.25895, 1.71688, 3.95989], [-3.06585, -1.71512, -3.09891], [-2.17955, -0.94312, -3.73221], [-1.30695, -1.74212, -4.33821], [-2.80865, -0.21382, -4.62691], [-1.24325, 0.07688, -2.46451], [-0.64525, -0.93732, -1.62001], [-2.13475, 0.93358, -1.74681], [-0.19965, 0.84558, -3.35201], [0.34065, 2.08418, -2.52731], [1.53065, 2.63528, -3.05851], [0.40145, 1.69978, -1.11421], [-1.01925, 3.39978, -2.66361], [-1.91215, 2.99868, -3.56281], [-0.50455, 4.54978, -3.06191], [-1.63025, 3.58518, -1.50821], [1.55905, -0.96782, 0.25099], [2.09355, -0.78312, -0.92771], [1.98025, -1.73922, -1.86341], [2.47115, -1.54632, -3.13411], [3.11905, -0.35902, -3.44541], [3.29195, 0.58398, -2.44431], [2.76965, 0.34688, -1.19161], [1.47125, -2.63992, -1.55451], [2.35145, -2.32702, -3.86881], [3.49025, -0.18252, -4.44001], [3.80675, 1.51218, -2.63341], [2.85055, 1.05688, -0.37861], [-1.67355, 2.32488, 1.23069], [-0.41025, 3.37778, 1.05199], [0.45635, 4.13088, 0.96849]], "forces_ev_per_angstrom": [[-0.3191, -2.7756, -0.4921], [0.1274, -0.0060, -0.5332], [0.6114, 0.1775, -0.0589], [-0.3911, -0.4099, -0.6002], [-0.1460, 0.5707, -0.0360], [0.0895, 0.1310, -0.7526], [-0.5729, -0.8056, 0.5429], [0.5677, 0.0748, 0.1564], [0.4448, 0.3931, -0.1167], [-0.7094, 0.2633, 0.8372], [0.0173, 0.0819, 0.0355], [-0.1699, -0.1314, 0.0602], [-0.0471, -0.1198, -0.0216], [-0.0513, -0.0351, 0.0116], [0.0596, -0.0379, 0.1558], [0.1018, 0.0189, -0.0055], [-0.1425, -0.0093, 0.1202], [-0.0145, -0.0419, 0.0462], [-0.0262, -0.0847, -0.0104], [-0.1008, 0.0046, -0.1211], [-0.0364, 0.0273, 0.0990], [-0.0188, 0.0341, 0.0236], [-0.0062, 0.0704, -0.0762], [0.6974, 0.3147, 0.4825], [-1.6527, -1.2214, -1.4086], [2.2253, 1.7961, 1.7102], [0.0468, 0.0121, 0.0306], [-0.0460, 0.0713, -0.0502], [0.0436, -0.0433, -0.0359], [-0.0782, -0.1392, -0.0587], [-0.1548, 0.0995, 0.0003], [0.0386, 0.2409, 0.2879], [0.2846, -0.1604, -0.0562], [0.1408, 0.0448, -0.0658], [0.1241, 0.2524, 0.1811], [-1.1442, 0.1967, -0.9898], [0.4775, -0.4767, 0.9621], [-0.8368, 0.0415, -0.6825], [0.0958, -0.0326, -0.1550], [-0.3232, 0.0758, 0.1075], [0.0338, 0.3250, -0.4025], [0.0297, 0.1277, 0.8269], [-0.4139, 0.2712, -0.1247], [0.1571, 0.0286, -0.0802], [0.3235, -0.1463, -0.0057], [0.1651, -0.0148, -0.0108], [-1.0717, 0.7917, 1.3110], [0.9776, 0.1632, -1.3486], [-0.0964, -0.3373, -0.1342], [0.1994, 0.1883, 0.0236], [-0.0382, -0.1577, 0.2740], [0.1217, -0.2491, -0.0393], [0.3389, 0.2226, 0.0001], [-0.0215, 0.1144, 0.0731], [-0.0568, -0.0499, -0.0084], [0.0749, 0.0455, -0.1398], [-0.0082, 0.0209, 0.0485], [-0.0856, -0.1768, -0.0728], [-0.2929, -0.8190, 0.2620], [0.0339, 0.8996, 0.0389], [0.4232, 0.2897, -0.0150]], "spin_multiplicity": 2, "charge": 1, "lumo_ev": [-3.98, -3.68], "e_homo_ev": [-10.23, -9.93], "gap_ev": [6.2, 6.3]}

{"formula": "C17H22MnN4S", "method": "wB97M-V/def2-TZVPD", "symbols": ["Mn", "C", "C", "C", "C", "C", "C", "C", "C", "C", "C", "H", "H", "H", "H", "H", "H", "H", "H", "H", "H", "H", "H", "H", "H", "H", "N", "C", "S", "N", "N", "C", "C", "C", "C", "C", "C", "N", "H", "H", "H", "H", "H", "H", "H"], "positions_angstrom": [[-0.25270, 0.35580, 0.19970], [0.12480, 2.69380, 0.89060], [0.10970, 1.88370, 2.03920], [-1.13460, 1.13830, 2.04460], [-1.91240, 1.57430, 0.92750], [-1.07380, 2.41820, 0.13370], [-1.48720, 3.22080, -1.06170], [-3.37780, 1.33690, 0.74320], [-1.67330, 0.37210, 3.21980], [1.10170, 1.90210, 3.15590], [1.10510, 3.76140, 0.54290], [-1.50630, 4.28210, -0.80700], [-2.47490, 2.93520, -1.41730], [-0.77250, 3.09460, -1.87730], [-3.92690, 2.06040, 1.35140], [-3.66810, 0.33970, 1.07100], [-3.68620, 1.46680, -0.29230], [-1.80090, -0.68820, 2.99140], [-2.65080, 0.76590, 3.49470], [-1.00770, 0.46270, 4.07360], [0.73130, 2.53740, 3.96320], [2.06050, 2.30210, 2.83300], [1.25920, 0.90400, 3.56000], [0.72660, 4.72860, 0.88250], [1.23280, 3.82800, -0.53650], [2.07080, 3.59690, 1.01460], [-2.50620, -3.16580, -0.17490], [-1.56750, -2.23150, -0.03790], [-1.54370, -0.91790, -1.20110], [-0.65980, -2.32930, 0.90830], [0.22380, -1.33300, 0.92430], [1.38110, -1.46900, 1.52540], [2.36750, -0.47490, 1.19890], [3.65610, -0.40600, 1.74460], [4.53640, 0.55190, 1.27530], [4.14210, 1.37130, 0.22320], [2.85700, 1.23740, -0.27850], [1.97070, 0.38670, 0.22180], [-3.11860, -3.14340, -0.97420], [-2.49060, -3.97510, 0.42650], [1.59970, -2.35280, 2.11260], [3.95180, -1.08300, 2.53060], [5.52330, 0.64650, 1.70140], [4.81360, 2.10600, -0.19230], [2.51220, 1.83710, -1.11210]], "forces_ev_per_angstrom": [[0.2945, 1.4045, -0.8671], [-0.2536, -0.4256, 0.3624], [-0.0873, 0.5479, -0.7648], [-1.2515, 0.8871, -0.0715], [0.1107, -0.0346, 1.1345], [0.0476, 0.5266, 0.5210], [0.1245, -0.2835, -0.0954], [0.1594, -0.1333, -0.0377], [0.0918, -0.1883, -0.3849], [-0.0376, -0.1416, -0.2859], [-0.0653, -0.1338, -0.0822], [-0.0249, -0.0088, 0.0213], [0.0467, -0.0035, -0.0451], [-0.0881, 0.0812, -0.0701], [-0.0237, -0.0010, -0.0105], [-0.0267, -0.0269, -0.0579], [-0.0040, -0.0845, 0.0119], [0.0004, -0.0303, 0.0805], [-0.0158, 0.0170, 0.0840], [-0.0064, -0.0419, 0.0867], [-0.0140, -0.0267, 0.0341], [0.0600, -0.0025, -0.0103], [0.0367, -0.0494, 0.1022], [0.0345, 0.0254, -0.0042], [0.1368, 0.0897, -0.0371], [0.0822, 0.0394, -0.0373], [0.0600, -0.1046, 0.1515], [0.5586, 0.8850, -0.3561], [-0.3709, -0.1011, -0.5761], [-0.5267, -1.3387, 0.9234], [1.7147, -1.4005, 0.9779], [-1.6465, -0.5144, -0.4409], [0.9158, 1.1343, -0.3891], [-0.6990, -0.1861, -0.0680], [-0.1608, 0.2094, -0.4024], [0.1204, -0.1671, 0.2460], [-0.0896, 0.1213, 0.0286], [0.6265, -0.4544, 0.2052], [0.0472, -0.0142, 0.1412], [-0.0085, 0.0299, -0.0557], [-0.0036, -0.0563, -0.0549], [-0.0361, -0.1177, 0.0699], [0.0742, -0.0239, 0.0338], [0.0413, 0.0149, -0.0840], [0.0562, 0.0816, 0.0728]], "spin_multiplicity": 5, "charge": 1, "lumo_ev": [-4.13, -4.33], "e_homo_ev": [-10.47, -11.47], "gap_ev": [6.3, 7.1]}

{"formula": "C17H22N2O3S2", "method": "wB97M-V/def2-TZVPD", "symbols": ["C", "H", "H", "H", "C", "C", "H", "H", "H", "H", "C", "N", "S", "O", "O", "C", "C", "C", "C", "S", "H", "H", "H", "H", "H", "C", "O", "N", "C", "H", "H", "H", "C", "C", "C", "C", "C", "C", "C", "H", "H", "H", "H", "H", "H", "H"], "positions_angstrom": [[-0.92295, 3.89031, -0.00155], [-0.58390, 3.84156, -1.03376], [-1.56901, 4.75848, 0.11053], [-0.04839, 4.02147, 0.63143], [-1.68151, 2.61978, 0.37082], [-2.94059, 2.47959, -0.48448], [-3.40313, 1.50556, -0.34038], [-3.66095, 3.24845, -0.21432], [-2.69890, 2.60208, -1.53829], [-1.97901, 2.67822, 1.42390], [-0.76436, 1.37991, 0.22270], [-0.44143, 1.06653, -1.14588], [0.84689, 1.77633, -1.89063], [1.72049, 2.28782, -0.87761], [0.41413, 2.63786, -2.95355], [1.60951, 0.35648, -2.61509], [2.65199, -0.36656, -2.12508], [2.96170, -1.47673, -2.93978], [2.14095, -1.56855, -4.02031], [0.97980, -0.30045, -4.06891], [2.15149, -2.30854, -4.79563], [3.75624, -2.16937, -2.72946], [3.16970, -0.09424, -1.22438], [-1.23868, 0.86764, -1.72755], [0.20377, 1.57949, 0.68758], [-1.44024, 0.14739, 0.82836], [-2.02342, -0.64744, 0.11037], [-1.39803, -0.00411, 2.16858], [-0.74729, 0.85551, 3.12626], [-0.04964, 1.53690, 2.65142], [-0.19746, 0.23626, 3.83854], [-1.49000, 1.43979, 3.67906], [-2.06002, -1.15898, 2.75978], [-1.05908, -2.15539, 3.28280], [-0.09952, -2.67624, 2.42208], [0.83849, -3.57989, 2.88556], [0.82599, -3.97516, 4.21352], [-0.12758, -3.46222, 5.07518], [-1.06332, -2.55232, 4.61245], [-1.80561, -2.15261, 5.28925], [-0.14185, -3.76752, 6.11114], [1.55740, -4.68255, 4.57517], [1.57950, -3.98036, 2.20959], [-0.09911, -2.36981, 1.38628], [-2.66187, -1.61489, 1.96859], [-2.71968, -0.81735, 3.56383]], "forces_ev_per_angstrom": [[-0.0802, -0.1672, 0.2196], [-0.0531, 0.1413, -0.0663], [-0.0412, 0.0924, -0.0241], [0.1073, 0.0746, 0.0457], [0.0862, 0.0247, -0.0952], [0.1092, -0.0764, 0.2809], [-0.1448, -0.0665, -0.0471], [-0.0548, 0.0665, -0.0363], [-0.0162, 0.0269, -0.1359], [0.0214, -0.0273, -0.0227], [0.0768, 0.1739, 0.4118], [0.4506, 0.4646, -0.2394], [-0.0956, -0.5943, -0.1982], [-0.0157, -0.2004, 0.1677], [-0.0790, -0.3512, -0.0109], [-0.2413, 0.3830, -0.1762], [-0.1134, 0.3266, 0.1525], [-0.0851, -0.0535, -0.1382], [-0.3115, 0.2682, 0.0435], [0.3731, -0.2147, 0.0235], [0.0076, -0.1547, -0.1698], [0.1333, -0.1218, -0.0029], [0.1117, 0.0557, 0.1942], [-0.0210, -0.1089, -0.3117], [-0.2064, -0.0100, 0.2027], [0.1954, 0.1624, -0.1565], [-0.0837, -0.0922, -0.3435], [-0.1017, -0.1676, 0.3119], [0.0508, 0.1946, 0.0668], [0.0214, 0.0244, 0.0206], [0.0397, 0.0726, -0.0262], [0.0580, 0.0246, 0.0204], [-0.2035, -0.1236, -0.2267], [-0.0348, 0.0147, 0.1153], [-0.0308, 0.0129, 0.0241], [0.0349, -0.0026, -0.0750], [0.0289, -0.0583, 0.0919], [0.0612, -0.0837, 0.0858], [-0.0540, 0.0264, -0.1162], [-0.0771, 0.0636, 0.0572], [0.0087, -0.0241, 0.0836], [0.0603, -0.0549, 0.0302], [0.0587, -0.0358, -0.0606], [0.0092, 0.0310, -0.1434], [0.0169, 0.1048, 0.2078], [0.0238, -0.0408, -0.0348]], "charge": 0, "lumo_ev": 0.58, "e_homo_ev": -9.19, "gap_ev": 9.8}

{"formula": "C17H22N2O4S", "method": "wB97M-V/def2-TZVPD", "symbols": ["C", "C", "H", "H", "O", "C", "O", "C", "C", "N", "C", "C", "S", "O", "O", "N", "H", "C", "C", "C", "C", "C", "C", "C", "C", "H", "H", "H", "H", "H", "H", "H", "H", "H", "C", "H", "H", "H", "H", "C", "H", "H", "H", "H", "H", "H"], "positions_angstrom": [[0.41000, 3.07886, 0.15737], [1.49084, 2.28019, -0.55449], [2.26465, 1.96062, 0.14615], [1.93731, 2.85904, -1.37039], [0.95443, 1.06628, -1.09005], [0.30326, 1.15003, -2.25833], [0.30779, 2.13449, -2.95964], [-0.35637, -0.11178, -2.60284], [-0.62895, -0.54651, -3.88581], [-1.23358, -1.76017, -3.78163], [-1.38776, -2.11682, -2.47155], [-0.84452, -1.11374, -1.70955], [-0.87768, -1.01306, 0.05576], [-1.23695, 0.31699, 0.46046], [-1.69384, -2.07564, 0.57943], [0.70850, -1.40509, 0.42333], [1.29726, -0.66575, 0.06263], [0.95367, -1.65670, 1.83998], [0.98174, -0.37605, 2.63492], [2.09587, 0.44311, 2.49312], [2.16584, 1.67601, 3.11430], [1.10340, 2.10251, 3.89056], [-0.00184, 1.28687, 4.04789], [-0.08527, 0.04305, 3.43238], [-1.29582, -0.81184, 3.64691], [-1.02534, -1.74474, 4.14207], [-1.76463, -1.05535, 2.69548], [-2.02103, -0.29099, 4.26706], [-0.82583, 1.62440, 4.66028], [1.13720, 3.06675, 4.37619], [3.04044, 2.29870, 2.99283], [2.92361, 0.09871, 1.88597], [0.15851, -2.32716, 2.16222], [1.91422, -2.17727, 1.91728], [-2.03364, -3.39409, -2.08442], [-1.41563, -4.24149, -2.38162], [-2.16123, -3.40763, -1.00652], [-3.00613, -3.49403, -2.56500], [-1.54462, -2.31441, -4.56441], [-0.33943, 0.08184, -5.19797], [0.06376, 1.07613, -5.03356], [-1.25022, 0.16569, -5.78955], [0.38129, -0.51054, -5.76218], [-0.15940, 2.41358, 0.80244], [-0.26716, 3.52024, -0.56934], [0.86328, 3.86680, 0.75182]], "forces_ev_per_angstrom": [[0.0943, -0.3253, -0.1817], [0.1332, 0.6311, 0.1108], [-0.0777, 0.0170, -0.1251], [0.0057, -0.1503, 0.1754], [0.0767, -0.2075, -0.1190], [0.0951, 0.1403, -0.4731], [0.0078, 0.0307, 0.1493], [-0.1566, -0.0358, -0.3852], [0.3177, 0.5245, 0.3400], [-0.0348, 0.0029, 0.1662], [-0.0585, -0.2637, 0.4255], [-0.0612, -0.0227, 0.4205], [0.1889, -0.2012, -0.5079], [0.0407, -0.0623, -0.2029], [0.1393, -0.2084, 0.0174], [-0.6795, -0.0661, -0.5172], [0.0627, 0.1603, -0.1682], [-0.1402, -0.0572, 0.3069], [0.1432, 0.0742, 0.1783], [-0.0646, -0.0749, 0.0819], [0.0907, 0.0843, -0.0343], [0.0416, 0.0706, 0.0146], [-0.0095, -0.0054, -0.0108], [0.1278, 0.0608, 0.1104], [-0.0319, -0.0178, -0.0902], [-0.0603, -0.0783, 0.0317], [-0.1198, -0.0639, 0.1076], [-0.0496, -0.0103, 0.0437], [-0.0916, 0.0093, 0.0557], [0.0023, 0.0736, 0.0476], [0.0736, 0.0480, -0.0054], [0.1177, -0.0295, -0.0596], [0.1817, -0.0811, 0.1822], [-0.1793, 0.0222, -0.0182], [-0.0472, -0.0722, 0.0043], [0.0208, -0.0782, -0.0071], [-0.0646, -0.1432, -0.0997], [-0.0863, -0.0451, -0.0021], [0.0237, 0.0543, 0.1103], [0.0404, 0.0050, -0.0157], [-0.0064, 0.0109, -0.0675], [-0.0480, 0.0486, -0.0774], [0.0391, -0.0131, -0.0660], [0.0180, 0.0573, 0.1267], [-0.0645, 0.0736, -0.0331], [0.0493, 0.1137, 0.0601]], "charge": 0, "lumo_ev": 0.62, "e_homo_ev": -8.62, "gap_ev": 9.2}

The E results, record by record, are as follows: -4311.28943; -2429.01207; -1792.60015; -1469.68142 Ha.
The ΔE to the lowest compared entry with this formula, charge and spin results, record by record, are as follows: 61.2; 17.2; 14.4; 32.3 kcal/mol.